2 unconnected molecules or ions with the total composition C2H3NO3, computed with ωB97M-V with the def2-TZVPD basis set.

Structure (XYZ):
```
9
Properties=species:S:1:pos:R:3:nbo_charge:R:1
C -0.738 -0.714 0.669 0.713
C -0.097 -1.083 -0.357 -0.785
N -1.921 2.805 -0.153 0.361
H -0.454 -1.218 -1.370 0.273
O -2.346 2.431 -1.186 -0.242
H -0.364 2.542 1.048 0.489
O -0.500 2.744 0.113 -0.606
H 0.929 -1.348 -0.125 0.266
O -1.230 -0.226 1.577 -0.468
```

Summary:
HOMO-LUMO gap (eV): 9.556
E_HOMO (eV): -9.56
SMILES: C=C=O.O=NO
Energy above the lowest of the compared OMol25 structures with the same formula, charge and spin (kcal per mole): 121.4
LUMO (eV): 0.00


A single C2H3NO3 molecule, computed with ωB97M-V with the def2-TZVPD basis set.

Structure (XYZ):
```
9
Properties=species:S:1:pos:R:3:nbo_charge:R:1
O 1.328 0.801 -0.679 -0.730
C 0.587 -0.062 0.097 0.548
O 1.172 -1.235 0.411 -0.686
C -0.872 0.088 0.120 0.459
O -2.025 -0.030 -0.534 -0.642
H 1.321 -1.769 -0.318 0.483
N -0.298 0.475 1.186 -0.428
H -2.784 0.021 -0.015 0.494
H 1.569 1.710 -0.268 0.501
```

Summary:
HOMO-LUMO gap (eV): 10.107
E_HOMO (eV): -9.60
SMILES: OC1=NC1(O)O
Energy above the lowest of the compared OMol25 structures with the same formula, charge and spin (kcal per mole): 77.6
LUMO (eV): 0.51


A single C2H3NO3 molecule, computed with ωB97M-V with the def2-TZVPD basis set.

Structure (XYZ):
```
9
Properties=species:S:1:pos:R:3:nbo_charge:R:1
H 0.480 -0.227 1.964 0.484
O -1.863 0.431 -2.104 -0.487
H 0.807 -0.701 -1.662 0.223
C -1.101 0.372 -1.150 0.378
H -1.412 0.926 -0.293 0.135
C 0.197 -0.338 -0.912 -0.163
N 0.867 -0.308 0.185 0.407
O 1.950 -0.740 0.579 -0.417
O 0.106 0.292 1.259 -0.561
```

Summary:
HOMO-LUMO gap (eV): 9.558
E_HOMO (eV): -10.32
Energy above the lowest of the compared OMol25 structures with the same formula, charge and spin (kcal per mole): 121.3
LUMO (eV): -0.76


A single C2H3NO4 molecule, computed with ωB97M-V with the def2-TZVPD basis set.

Structure (XYZ):
```
10
Properties=species:S:1:pos:R:3:nbo_charge:R:1
C -0.232 -0.512 0.363 -0.035
H 0.145 -1.033 -0.573 0.210
C 1.627 0.664 -0.207 0.669
O -2.495 -0.595 0.562 -0.162
H 1.974 1.733 0.074 0.109
O 2.077 -0.120 -0.961 -0.557
O -1.614 0.691 -0.923 -0.161
O 0.608 0.626 0.595 -0.484
N -1.575 -0.079 -0.022 0.184
H -0.514 -1.376 1.091 0.227
```

Summary:
HOMO-LUMO gap (spin up / spin down) (eV): 8.935 / 7.469
<S²>: 2.0062
E_HOMO (spin up / spin down) (eV): -8.15 / -11.33
2S+1: 3
Energy above the lowest of the compared OMol25 structures with the same formula, charge and spin (kcal per mole): 70.9
LUMO (spin up / spin down) (eV): 0.78 / -3.86


Repeat the second record exactly.
A single C2H3NO3 molecule, computed with ωB97M-V with the def2-TZVPD basis set.

Structure (XYZ):
```
9
Properties=species:S:1:pos:R:3:nbo_charge:R:1
O 1.328 0.801 -0.679 -0.730
C 0.587 -0.062 0.097 0.548
O 1.172 -1.235 0.411 -0.686
C -0.872 0.088 0.120 0.459
O -2.025 -0.030 -0.534 -0.642
H 1.321 -1.769 -0.318 0.483
N -0.298 0.475 1.186 -0.428
H -2.784 0.021 -0.015 0.494
H 1.569 1.710 -0.268 0.501
```

Summary:
HOMO-LUMO gap (eV): 10.107
E_HOMO (eV): -9.60
SMILES: OC1=NC1(O)O
Energy above the lowest of the compared OMol25 structures with the same formula, charge and spin (kcal per mole): 77.6
LUMO (eV): 0.51